Record 1
C25H56BCl26FN3O5P2S | ωB97M-V/def2-TZVPD

Properties
total energy: -399929.951 eV
LUMO: -2.64 eV
net charge: +1
strongest force on any atom: 1.75 eV/A
orbital gap: 9.024 eV

Each line ends with the Löwdin charge.
Cartesian coordinates (Å):
C 0.95301 -0.53838 0.37116  -0.102
C -0.12362 -0.95642 -0.67627  -0.129
B -0.79773 0.32099 -1.23699  -0.480
O -1.49959 1.13806 -0.39766  0.150
C -0.73714 0.83251 -2.78125  -0.256
P -2.41566 1.13013 -3.50258  0.533
N -2.26955 2.34158 -4.45399  -0.105
O -3.49669 1.35825 -2.36016  -0.094
O -2.85347 -0.20928 -4.24372  -0.098
C -0.02260 -0.13160 -3.76707  -0.097
C 1.41614 0.48789 -4.06727  -0.323
C 1.51298 0.96168 -5.54179  -0.319
F 1.89800 -0.11631 -6.32080  -0.003
C 2.40501 2.15125 -5.81461  -0.181
C 2.32094 2.58003 -7.28357  -0.068
P 2.57386 -0.91310 -3.75618  0.547
N 2.68588 -1.20005 -2.23900  -0.100
O 3.97777 -0.55746 -4.45090  -0.123
O 1.99041 -2.17549 -4.53654  -0.127
C 1.49734 1.56329 -3.01267  -0.065
N 0.08861 2.06331 -2.97572  -0.050
C -0.20585 3.33048 -2.22926  -0.101
C 0.58804 3.50609 -0.95237  -0.262
C 0.04630 4.73819 -0.22529  -0.564
S 1.25502 5.26627 1.01349  0.729
H 1.10866 0.54271 0.42044  0.063
H 0.62171 -0.86159 1.35172  0.022
H 1.89991 -1.03134 0.19390  0.004
H -0.88473 -1.52799 -0.13970  0.087
H 0.32242 -1.62510 -1.40620  0.072
H -1.12200 1.16130 0.48959  0.108
H -2.91147 3.07547 -4.17106  0.022
H -4.00708 0.56419 -2.16504  0.104
H -2.54434 -1.02406 -3.82432  0.102
H -0.00658 -1.15978 -3.41611  0.107
H -0.48457 -0.18264 -4.75452  0.113
H 0.50502 1.23337 -5.87998  0.152
H 2.08324 2.99575 -5.20719  0.110
H 3.43951 1.89574 -5.58148  0.116
H 3.18454 3.19626 -7.52353  0.081
H 1.44585 3.20366 -7.45727  0.081
H 2.31535 1.72884 -7.95664  0.080
H 3.64385 -1.10173 -1.92267  0.004
H 4.44162 -1.39738 -4.56507  0.097
H 1.25755 -1.94192 -5.12432  0.036
H 1.85508 1.15435 -2.06682  0.133
H 2.15070 2.40890 -3.21332  0.139
H -0.13857 2.31542 -3.95026  0.134
H -1.27560 3.38370 -2.05189  0.130
H 0.03614 4.15050 -2.90363  0.147
H 1.65028 3.66536 -1.14156  0.109
H 0.49328 2.66601 -0.26983  0.091
H -0.14819 5.53814 -0.93946  0.078
H -0.89380 4.50687 0.27089  0.076
H 0.43515 5.94566 1.81700  -0.146
C 7.25197 1.06668 -4.66478  -1.045
Cl 7.72176 2.75914 -4.45934  0.507
Cl 8.14916 0.29218 -5.97326  0.518
H 7.44925 0.52791 -3.74564  0.005
H 6.19414 1.02751 -4.89660  -0.007
C -0.49518 -3.22824 3.19227  -1.033
Cl 1.11994 -2.51926 3.36420  0.519
Cl -0.71487 -3.99789 1.60954  0.533
H -0.62551 -3.96692 3.97499  -0.047
H -1.23201 -2.44491 3.29904  -0.030
C 1.47590 -4.33931 -7.04850  -1.038
Cl 1.61467 -5.63042 -8.23502  0.543
Cl 0.13858 -3.23114 -7.43336  0.508
H 1.28814 -4.77636 -6.07538  0.025
H 2.39683 -3.76929 -7.04171  0.021
C 5.00031 -1.79915 1.93783  -1.019
Cl 3.89646 -2.74327 0.92930  0.530
Cl 4.24666 -0.30607 2.52352  0.499
H 5.28680 -2.40036 2.79196  0.032
H 5.86635 -1.53355 1.34926  -0.074
C -2.36541 -0.23516 5.96643  -1.035
Cl -0.87814 -0.57483 5.07565  0.535
Cl -3.78303 -0.95976 5.18638  0.507
H -2.26818 -0.64284 6.96552  0.018
H -2.50456 0.83316 6.00287  -0.100
C 8.34981 0.21752 0.62577  -0.990
Cl 7.53358 -0.79815 -0.57841  0.516
Cl 8.42359 -0.56695 2.20591  0.540
H 9.35757 0.41572 0.28295  0.028
H 7.79160 1.14016 0.72625  0.028
C -3.73260 -4.89672 5.05216  -1.007
Cl -4.87961 -5.82201 6.02237  0.552
Cl -2.13413 -4.80210 5.80821  0.529
H -3.63146 -5.37098 4.08292  0.033
H -4.11363 -3.89145 4.94924  -0.052
C -1.88934 3.87894 4.20268  -0.992
Cl -0.72651 2.76316 3.46287  0.498
Cl -3.29462 3.03798 4.85886  0.552
H -1.38972 4.39907 5.01097  0.031
H -2.22792 4.57893 3.44884  0.022
C -7.67052 -2.27494 4.53009  -1.008
Cl -6.23566 -2.56088 3.52660  0.490
Cl -9.12411 -2.96575 3.81144  0.524
H -7.50508 -2.73605 5.49695  0.012
H -7.80549 -1.20523 4.63070  0.028
C -3.45401 1.93267 9.25782  -0.984
Cl -1.98866 2.14413 8.28834  0.534
Cl -4.84692 1.52862 8.24660  0.517
H -3.28813 1.12298 9.95758  0.029
H -3.65713 2.85783 9.78226  0.027
C -4.57786 2.64817 -7.39189  -1.050
Cl -5.78822 1.91849 -8.44977  0.515
Cl -5.04370 4.27093 -6.86148  0.494
H -4.45910 2.02292 -6.51575  -0.003
H -3.64349 2.72233 -7.93410  0.022
C 1.69940 -2.43618 7.18785  -1.024
Cl 0.82756 -3.97206 7.29828  0.501
Cl 0.99728 -1.17230 8.20577  0.501
H 2.71752 -2.60339 7.51700  0.026
H 1.67563 -2.10289 6.15734  -0.034
C -5.01975 -4.27299 9.33731  -1.041
Cl -5.36673 -4.93556 10.93687  0.516
Cl -6.41125 -3.41105 8.66043  0.484
H -4.19574 -3.57531 9.42460  0.023
H -4.76289 -5.08600 8.67181  -0.031

---

Record 2
C25H56Cl18NbO2S | ωB97M-V/def2-TZVPD

Properties
total energy: -268714.143 eV
LUMO: 1.47 eV
net charge: -1
strongest force on any atom: 3.51 eV/A
orbital gap: 6.055 eV

Each line ends with the Löwdin charge.
Cartesian coordinates (Å):
C -0.51776 5.54534 3.68246  -0.229
C 0.54114 6.03065 2.64080  -0.445
Nb 0.14744 5.33400 0.51819  1.321
C 1.36137 3.41722 0.69610  -0.340
C 0.68824 2.06210 0.39184  -0.520
C -0.26586 2.09630 -0.79374  -0.165
C -0.07912 1.56633 1.62993  -0.119
S -1.51270 7.23793 0.08765  0.328
C -2.46461 7.76742 1.53277  -0.226
O -2.53880 6.71945 -0.83822  -0.520
O -0.87172 8.41027 -0.51766  -0.481
H -1.21473 6.34309 3.91163  0.035
H -1.03510 4.65351 3.33992  0.012
H -0.00826 5.27190 4.60485  0.047
H 0.59780 7.11547 2.74399  0.014
H 1.51207 5.66655 2.97444  0.013
H -1.30402 4.34226 1.02689  -0.083
H -0.04328 4.96688 -1.27069  -0.096
H 1.61933 6.32674 0.00331  -0.126
H 2.21666 3.59468 0.04066  0.000
H 1.73870 3.34590 1.71910  0.041
H 1.46753 1.34318 0.12999  0.112
H -0.47023 1.06163 -1.07167  0.019
H 0.19824 2.55135 -1.66572  0.020
H -1.22298 2.54814 -0.55833  0.051
H -0.46007 2.43946 2.14986  0.040
H 0.56277 0.95681 2.26044  0.061
H -0.92383 0.96677 1.30575  0.036
H -2.04769 8.64615 2.01099  0.046
H -2.58847 6.91421 2.19047  0.024
H -3.44593 8.02301 1.14332  0.042
Cl -1.54355 -1.16659 3.34055  0.571
C -3.27979 -1.49514 3.58756  -0.697
C -4.12467 -0.93693 2.47439  -0.674
Cl -4.15312 0.84530 2.47873  0.552
H -3.57794 -1.08115 4.55015  -0.024
H -3.39499 -2.57896 3.62788  0.050
H -5.15404 -1.27349 2.59566  0.063
H -3.76383 -1.26477 1.50379  0.035
Cl 2.79420 3.16179 -2.92615  0.588
C 4.49101 3.27259 -3.44475  -0.664
C 5.44434 3.11543 -2.28782  -0.667
Cl 5.37271 4.49674 -1.16612  0.542
H 4.62759 4.22728 -3.94686  0.067
H 4.65933 2.47365 -4.16663  0.050
H 6.46617 3.05864 -2.66088  0.068
H 5.23023 2.21207 -1.72169  0.053
Cl -5.51961 -0.71560 5.80608  0.615
C -5.00532 -1.79603 7.12890  -0.705
C -5.46730 -1.31009 8.47763  -0.664
Cl -4.64087 0.18703 8.97719  0.547
H -3.92318 -1.88134 7.08472  0.046
H -5.43757 -2.76656 6.92248  0.019
H -5.24268 -2.06440 9.23051  0.067
H -6.53759 -1.12038 8.48406  0.067
Cl 0.44939 -0.81212 -2.78010  0.546
C 0.00667 0.40927 -3.99788  -0.650
C 0.02362 -0.13513 -5.40122  -0.649
Cl 1.68306 -0.52567 -5.94172  0.555
H 0.69571 1.24415 -3.89033  0.035
H -0.99461 0.75890 -3.74928  0.078
H -0.36706 0.61320 -6.08886  0.076
H -0.57543 -1.03481 -5.49184  0.011
Cl -4.62570 -5.50703 4.24584  0.553
C -4.09263 -6.60080 5.54692  -0.661
C -4.55565 -6.12934 6.90095  -0.640
Cl -3.73417 -4.62632 7.39412  0.616
H -3.00934 -6.67565 5.50121  0.070
H -4.51814 -7.58036 5.33569  0.072
H -4.32697 -6.88128 7.65422  0.072
H -5.62727 -5.94578 6.91018  0.070
Cl 5.18386 -1.02680 -0.50438  0.547
C 4.85934 -2.74438 -0.85482  -0.704
C 3.52465 -2.94751 -1.52590  -0.689
Cl 2.16384 -2.59923 -0.43454  0.537
H 4.92253 -3.29353 0.08151  0.058
H 5.65811 -3.08885 -1.51092  0.057
H 3.42407 -3.98361 -1.83772  0.000
H 3.41893 -2.31225 -2.40332  0.062
Cl 4.87678 -6.03002 -1.49624  0.617
C 4.54934 -7.74671 -1.84352  -0.648
C 3.21312 -7.94251 -2.51233  -0.668
Cl 1.85716 -7.58392 -1.41617  0.549
H 4.61071 -8.29464 -0.90699  0.068
H 5.34442 -8.09562 -2.50049  0.072
H 3.10913 -8.98117 -2.82192  0.070
H 3.11250 -7.30762 -3.38892  0.069
Cl 6.49186 -0.81470 -6.86950  0.531
C 4.95413 -0.39839 -7.67161  -0.674
C 5.04445 0.89514 -8.43832  -0.664
Cl 5.21600 2.30518 -7.36326  0.546
H 4.17940 -0.35244 -6.91308  0.001
H 4.72214 -1.21429 -8.35414  0.073
H 4.13098 1.04162 -9.01226  0.072
H 5.88879 0.89188 -9.12303  0.065
Cl -3.15881 -3.08286 -0.94993  0.547
C -3.65895 -1.85799 -2.14438  -0.653
C -3.75012 -2.43911 -3.53288  -0.650
Cl -2.14205 -2.86927 -4.16758  0.563
H -2.94797 -1.03586 -2.09988  0.062
H -4.63581 -1.48893 -1.83594  0.075
H -4.17884 -1.70542 -4.21361  0.073
H -4.37077 -3.33127 -3.55055  0.064